DFT (ωB97M-V with the def2-TZVPD basis set) results for a 14-piece molecular cluster, C42H92BN15O30 overall.

**E**: -129506.77880 eV
**Gap between HOMO and LUMO (spin up / spin down)**: 2.2 / 6.1 eV
**Lowest unoccupied orbital energy (spin up / spin down)**: 0.61 / 0.61 eV
**Charge**: -1
**Spin multiplicity**: 2

XYZ file:
```
180
Properties=species:S:1:pos:R:3:mulliken_spin:R:1
C 6.5133 6.4329 -15.4746 0.0001
C 6.6041 7.9216 -15.0939 -0.0002
C 5.3986 8.7479 -14.6723 -0.0001
C 4.2075 8.4268 -15.5741 0.0003
N 2.9562 9.1615 -15.0072 -0.0005
C 2.9959 10.7100 -14.9160 0.0010
C 1.5385 11.2146 -14.8410 0.0064
C 0.6847 10.2149 -15.7366 -0.0001
C 1.7213 9.1003 -16.0555 0.0003
C 2.4194 8.6723 -13.6489 0.0001
C 2.3867 7.0857 -13.7087 0.0004
C 1.3709 6.4923 -12.6482 -0.0003
H 6.0785 6.4812 -16.4730 0.0000
H 5.8428 5.8647 -14.8300 0.0000
H 7.5541 6.1130 -15.5254 0.0000
H 7.0840 8.2929 -15.9994 0.0000
H 7.2977 8.1044 -14.2732 0.0000
H 5.5837 9.8208 -14.6201 0.0002
H 5.2159 8.3998 -13.6556 0.0000
H 4.0061 7.3679 -15.7365 -0.0002
H 4.3354 8.8696 -16.5618 0.0000
H 3.6936 11.0099 -14.1341 -0.0001
H 3.4542 10.9827 -15.8666 0.0003
H 1.2307 11.2996 -13.7988 0.0006
H 1.5241 12.2267 -15.2454 -0.0085
H -0.1745 9.8593 -15.1679 -0.0004
H 0.3767 10.6527 -16.6860 0.0007
H 1.2746 8.1062 -16.0343 -0.0001
H 2.2057 9.1609 -17.0300 0.0001
H 1.4018 9.0599 -13.5983 -0.0005
H 3.0094 8.9729 -12.7831 0.0003
H 3.3841 6.6631 -13.5876 0.0000
H 2.0562 6.6785 -14.6643 0.0000
H 0.4080 6.8824 -12.9782 0.0002
H 1.5519 6.6002 -11.5788 0.0000
H 1.2647 5.4093 -12.7111 0.0000
O -2.5636 16.3984 -14.6516 0.1591
C -1.9405 15.3924 -14.1928 0.3420
O -2.4689 14.4428 -13.4496 -0.0192
B -1.3972 13.4649 -12.9818 -0.0138
O -0.2343 13.9702 -13.6425 -0.0192
C -0.4633 15.0497 -14.3931 0.3689
O 0.3229 15.7654 -14.9902 0.1750
O -1.1504 13.5019 -11.4962 0.0353
C -1.4009 12.2599 -11.0191 -0.0227
O -1.3808 12.0002 -9.8062 -0.0032
C -1.7759 11.3464 -12.2513 0.0040
O -1.7356 12.0746 -13.3288 -0.0227
O -1.9745 10.1368 -12.2314 -0.0026
C -5.1832 15.1823 -3.6370 0.0000
C -3.8681 14.8704 -4.3320 -0.0001
O -3.9310 13.8763 -5.3460 0.0000
C -4.3861 14.1311 -6.5936 -0.0001
O -4.7188 15.2330 -7.0526 0.0000
O -4.1328 13.0520 -7.2893 0.0002
C -4.3530 12.9897 -8.6884 -0.0003
H -5.9451 15.6032 -4.2931 0.0000
H -4.9276 15.9062 -2.8632 0.0000
H -5.6593 14.3665 -3.0930 0.0000
H -3.1257 14.5689 -3.5931 0.0000
H -3.5114 15.7795 -4.8161 0.0001
H -3.3938 13.3018 -9.1014 0.0001
H -5.2580 13.5093 -9.0031 0.0001
H -4.5331 11.9756 -9.0451 0.0003
C 0.5772 16.7051 -6.2827 -0.0001
C -0.9507 16.5847 -6.1106 0.0000
O -1.6452 17.0220 -7.3019 -0.0001
C -1.8377 16.1153 -8.3509 0.0003
O -1.5201 14.9650 -8.2989 -0.0007
O -2.5413 16.7567 -9.2591 -0.0012
C -2.9596 16.1052 -10.4461 -0.0234
H 0.9914 16.0805 -7.0742 0.0000
H 0.9833 16.3592 -5.3322 0.0000
H 0.8270 17.7577 -6.4162 0.0000
H -1.2799 17.1527 -5.2405 0.0000
H -1.1993 15.5696 -5.8010 0.0000
H -3.7769 16.7008 -10.8527 0.0008
H -3.2456 15.0774 -10.2226 0.0003
H -2.3187 16.2329 -11.3184 0.0359
C -1.1485 17.1921 -18.0651 -0.0061
C -0.2299 17.5164 -19.2856 -0.0005
O 0.4836 18.7283 -19.1263 0.0000
C 1.5128 18.6369 -18.3722 0.0001
O 1.9776 17.5865 -17.8860 0.0006
O 1.9694 19.8231 -18.2838 -0.0001
C 3.2011 19.9770 -17.5395 -0.0001
H -1.9786 16.5290 -18.3089 -0.0005
H -1.5577 18.0725 -17.5697 0.0009
H -0.5527 16.7526 -17.2652 0.0032
H -0.7542 17.5588 -20.2402 0.0000
H 0.4805 16.7118 -19.4755 0.0003
H 4.0865 19.4204 -17.8467 0.0000
H 3.0175 19.9484 -16.4655 0.0000
H 3.3874 21.0318 -17.7413 0.0000
C 1.1258 19.2459 -14.3882 0.0044
C -0.0982 18.9044 -13.5879 -0.0243
O -1.1733 19.7683 -13.7930 0.0019
C -2.3835 19.5963 -13.3087 0.0001
O -2.8520 18.7132 -12.6690 0.0013
O -3.0321 20.6867 -13.5991 -0.0004
C -4.3829 20.8674 -13.2126 -0.0001
H 1.5396 20.1797 -14.0076 0.0004
H 0.8363 19.5177 -15.4032 -0.0007
H 1.8507 18.4506 -14.2142 0.0021
H 0.0718 18.8831 -12.5115 -0.0015
H -0.4418 17.8778 -13.7149 0.0241
H -5.1061 21.3368 -13.8794 0.0000
H -4.3462 21.3453 -12.2336 0.0001
H -4.9616 19.9496 -13.1079 0.0000
C -5.2099 13.0743 -11.7892 0.0059
C -5.4767 11.8039 -12.5844 -0.0021
O -5.5948 10.5688 -11.8591 0.0007
C -6.6932 10.1527 -11.3180 0.0001
O -7.6528 10.8881 -11.0441 0.0000
O -6.4916 8.9658 -10.8648 0.0001
C -7.5826 8.2157 -10.2393 0.0000
H -5.2698 14.0129 -12.3401 -0.0040
H -4.1959 12.9928 -11.3978 0.0012
H -5.9556 13.1398 -10.9969 0.0003
H -4.7317 11.7251 -13.3762 0.0024
H -6.4300 11.9502 -13.0923 -0.0003
H -7.5432 7.1303 -10.3311 0.0000
H -8.4128 8.4883 -10.8909 0.0000
H -7.7630 8.4663 -9.1940 0.0000
C -0.2524 12.2741 -6.0785 0.0000
O 0.6190 11.5931 -5.5610 0.0000
N -1.5266 12.0623 -5.8711 0.0000
N 0.1138 13.3002 -6.7898 0.0001
H -2.1090 12.8699 -6.0407 0.0000
H -1.6666 11.3700 -5.1492 0.0000
H -0.5740 13.6025 -7.4648 0.0001
H 1.0637 13.6086 -6.9401 0.0000
C -0.2838 7.8014 -9.7968 -0.0001
O 0.1554 6.8212 -9.2054 0.0000
N -1.1745 7.8284 -10.7432 -0.0001
N 0.0463 9.0261 -9.4093 0.0000
H -1.3454 6.8866 -11.0656 0.0000
H -1.4188 8.6521 -11.2741 0.0001
H 0.5521 8.9250 -8.5410 0.0000
H -0.1398 9.8982 -9.8835 0.0000
C -3.6630 9.3021 -8.0739 -0.0002
O -4.5604 8.7026 -7.6275 0.0000
N -2.6153 9.7060 -7.4078 -0.0001
N -3.6779 9.7913 -9.2901 -0.0002
H -1.9313 10.3075 -7.8442 0.0001
H -2.5139 9.6328 -6.4056 0.0000
H -2.7638 10.1128 -9.5749 0.0002
H -4.5251 9.7964 -9.8399 -0.0001
C -5.2840 8.8262 -15.1473 0.0000
O -5.8671 8.4376 -16.1441 0.0000
N -5.0958 8.1226 -14.0392 0.0000
N -4.6952 9.9769 -14.9712 -0.0002
H -5.4964 7.1958 -14.0140 0.0000
H -4.8296 8.5688 -13.1731 0.0000
H -4.7538 10.7229 -15.6495 0.0001
H -4.1336 9.9792 -14.1317 0.0001
C 1.5238 13.6784 -17.8489 0.0016
O 0.3360 13.8160 -17.8775 0.0029
N 2.1105 12.6690 -18.4193 -0.0003
N 2.2332 14.2513 -16.9797 0.0002
H 3.1184 12.6393 -18.4769 -0.0007
H 1.4331 11.9982 -18.7531 -0.0002
H 3.2305 14.0921 -16.9882 -0.0002
H 1.8109 14.8048 -16.2479 -0.0013
C -6.3626 15.4997 -14.1301 0.0023
O -7.4952 15.5443 -14.4808 -0.0001
N -5.9326 16.3190 -13.2440 -0.0008
N -5.3644 14.9607 -14.8127 0.0036
H -6.6597 16.9217 -12.8860 -0.0001
H -4.9556 16.5698 -13.1924 0.0008
H -5.5748 14.3227 -15.5669 -0.0007
H -4.4061 15.0364 -14.5030 -0.0144
C -3.0633 12.8615 -16.9059 0.0063
O -4.0479 12.3270 -16.4474 0.0003
N -2.9593 13.5769 -17.9093 0.0007
N -1.9023 12.7013 -16.3363 0.0235
H -3.8044 13.8531 -18.3885 0.0000
H -2.0665 14.0151 -18.0850 0.0002
H -1.1278 13.2068 -16.7422 -0.0170
H -1.8798 12.2931 -15.4128 -0.0088
```